Record 1
Below is a molecular structure, C20H15HgN4O6, with properties calculated with ωB97M-V/def2-TZVPD.

```
46
Properties=species:S:1:pos:R:3:forces:R:3:lowdin_charge:R:1
C -1.319985 0.455656 -4.460932 -0.038 -0.190 -0.208 -0.237
H -1.966227 3.660728 4.176489 0.003 0.038 -0.072 0.115
C 1.918816 -3.094133 -1.037218 0.260 -0.298 -0.222 -0.104
O -1.631912 1.305396 -3.449342 0.292 -0.144 0.056 0.009
C -2.713338 5.019328 1.153861 0.119 -0.103 -0.360 -0.011
H 3.597271 -3.313644 3.984951 0.022 0.030 -0.027 0.103
C 2.843659 -4.371834 0.867873 0.027 -0.250 -0.005 -0.034
C -0.463248 -0.642091 -4.258885 0.025 0.237 0.320 -0.074
H -2.876597 5.731684 3.130729 0.033 -0.026 0.018 0.100
H -0.350680 2.358622 4.382831 0.080 0.048 -0.023 0.105
H 3.612273 -5.388942 2.594162 0.018 0.029 -0.042 0.109
H 0.478929 -2.327068 -5.161963 0.004 0.036 0.005 0.106
C -1.531402 2.693948 2.363279 -0.354 -0.399 -0.416 -0.128
N 1.221076 -2.127169 -1.467740 -0.302 0.595 1.397 -0.119
Hg -0.261493 -0.948854 0.139850 0.312 -0.187 0.290 1.043
O -1.617104 2.054392 -0.120323 -0.356 0.243 0.173 0.055
C -1.140225 1.379835 2.954325 -0.050 0.118 -0.060 -0.468
N -1.396166 2.940052 0.996557 1.118 0.101 0.315 0.032
H -1.977631 0.054302 -7.751799 0.014 -0.020 0.087 0.104
C 2.379614 -3.160118 0.373078 -0.214 0.161 -0.230 -0.291
C -0.706677 -1.237150 -6.590898 -0.021 0.054 0.081 -0.088
N 2.336349 -2.055182 1.128922 0.017 -0.054 0.052 0.064
C -2.519726 4.943107 2.483100 0.081 -0.117 0.342 -0.075
C 0.105420 -0.878861 -2.899024 0.420 -0.898 -0.144 -0.421
N 0.803351 -2.009827 -2.723980 -0.369 0.216 -0.848 0.048
C -2.218886 3.931975 0.371151 -0.345 0.099 0.353 -0.119
H -2.406141 2.398723 -2.470222 -0.097 -0.024 -0.305 0.074
O -0.507278 1.438954 4.137609 -0.008 0.012 0.172 0.127
H 2.761769 -1.208297 2.951869 -0.060 -0.069 -0.017 0.108
O -0.124405 -0.022662 -1.979134 -0.181 0.444 -0.488 -0.218
H -3.266647 5.827228 0.693896 0.055 -0.015 0.025 0.118
C 2.785740 -2.132982 2.382913 -0.131 0.092 -0.220 -0.136
O -1.383047 0.313046 2.460118 0.028 0.065 -0.216 0.014
H 2.833057 -5.252120 0.235418 0.047 0.066 0.006 0.112
C 3.264561 -3.301549 2.956135 -0.056 0.055 -0.011 -0.065
H -0.466049 -1.889085 -7.422980 -0.028 0.063 0.074 0.099
C -1.958083 3.740774 3.095087 -0.295 0.300 0.152 -0.017
C -1.557495 -0.145153 -6.771398 0.042 -0.145 -0.073 -0.080
H -2.546778 1.530246 -5.838315 0.105 -0.073 -0.002 0.120
H 2.202003 -3.902052 -1.713742 0.104 -0.012 0.036 0.121
C -1.873895 0.687467 -5.715564 -0.064 0.100 0.014 -0.011
O -2.665177 3.194085 -1.963891 -0.132 0.144 0.424 0.139
C -0.173497 -1.482408 -5.337596 -0.051 0.103 0.003 -0.029
C -2.335182 3.120160 -0.694079 -0.124 -0.144 -0.500 -0.290
H -1.050015 1.002924 -2.689496 0.019 -0.162 0.054 0.059
C 3.276495 -4.446351 2.179022 0.030 -0.118 0.042 -0.067
```
Positions in Å, forces in eV/Å.

Calculated values
LUMO energy (alpha / beta) in Eh: -0.0048 / -0.0568
Total charge: 0
E_HOMO (alpha / beta) in eV: -7.278 / -7.311
Orbital gap (alpha / beta) in eV: 7.1480 / 5.7649
Multiplicity: 2

---

Record 2
Below is a molecular structure, C27H52AlP2Si, with properties calculated with ωB97M-V/def2-TZVPD.

```
83
Properties=species:S:1:pos:R:3:forces:R:3:lowdin_charge:R:1
H -0.827645 -4.380461 -0.459832 -0.018 0.038 0.210 0.020
H 2.294928 2.493081 -2.540099 -0.257 0.024 -0.205 0.092
H -4.619278 1.314863 -0.257353 -0.061 -0.165 0.156 0.054
C -0.826176 -4.144779 0.610244 0.058 -0.416 -0.066 -0.181
H -3.521700 3.389622 0.070554 0.174 0.155 -0.069 0.044
C -5.550313 1.327663 -3.250669 -0.516 -0.119 0.017 -0.153
H 0.214389 -3.983838 0.919910 -0.268 0.013 -0.075 0.022
H -2.866863 2.461015 -6.208486 -0.487 -0.468 0.098 0.137
H -0.737949 -0.602828 1.851515 -0.010 -0.384 -0.004 -0.016
H 1.223767 -0.046657 3.092030 0.232 0.245 -0.048 0.067
H -5.941882 0.564062 -5.235889 0.024 -0.325 0.299 0.123
C 1.986524 -0.617047 0.307769 -0.157 1.571 2.471 -0.189
H 3.076956 -1.448838 -2.275349 -0.185 -0.104 -0.057 0.100
H -3.876820 2.067483 -2.095480 0.476 -0.089 -0.591 0.087
H 1.753853 -2.291716 1.634048 0.299 0.085 -0.269 0.060
C 1.813508 -0.266260 -1.059974 -0.656 2.919 -1.198 -0.184
C -3.346360 0.336256 -6.208957 0.223 0.547 -0.367 -0.123
C -3.565726 1.796998 -5.663768 -0.192 0.155 -0.561 -0.123
C -3.239179 2.011033 -4.190159 -0.218 1.905 -0.009 -0.144
H -4.005361 -2.399860 2.379946 0.085 -0.118 -0.118 0.036
C -3.979272 0.554262 0.207490 -0.038 -0.053 0.065 -0.397
C -2.693586 -2.966474 -1.927461 -0.100 -0.242 0.142 -0.325
H -1.604610 -1.414779 3.179687 0.220 -0.022 -0.111 0.036
H -0.684204 -1.391980 -4.350154 -0.711 0.649 0.640 0.059
H -0.058387 -2.068467 2.592289 -0.262 0.146 0.039 0.018
H -3.024007 2.422847 2.527203 0.114 -0.176 0.376 0.049
H 1.102696 1.333950 -3.186243 0.182 0.063 -0.053 0.043
H -4.403343 0.355062 1.201584 -0.028 -0.058 -0.279 0.078
C -4.085057 1.664435 -3.093929 -0.771 0.908 0.049 -0.138
C 2.412526 -1.932889 0.825836 0.313 -0.575 0.052 -0.029
H -1.201054 -5.031132 1.135625 0.154 0.010 -0.070 0.040
H 0.728396 3.588162 -0.168378 0.136 -0.092 0.132 0.069
C -2.503571 3.032067 -0.127761 -0.180 -0.356 0.226 -0.285
C -3.667087 -0.828947 -5.278191 -2.291 -1.565 -0.878 -0.094
H 3.436327 -1.880142 1.239549 -0.342 -0.016 -0.049 0.101
C 1.782106 0.538950 1.095722 0.094 -1.795 -0.741 -0.231
H -1.742598 -3.344560 -2.311979 -0.131 0.006 -0.014 0.034
H 2.439122 -2.681102 0.020821 -0.071 0.084 0.311 0.076
H -6.703614 -0.351690 -3.916784 0.423 -0.137 -0.326 0.139
C -2.334701 1.595757 2.322719 -0.274 0.380 -0.176 -0.289
H -1.782800 3.682575 0.376340 -0.113 -0.066 -0.101 0.031
Si -1.912053 -2.702958 1.078817 0.095 0.721 0.208 0.375
H -0.805088 -0.576190 -2.698020 0.401 0.104 -0.572 -0.037
H 1.459216 -2.140261 -2.029097 0.126 0.131 -0.040 0.081
C 1.452350 1.606676 0.223895 0.267 -0.306 -0.003 -0.186
H 0.433928 3.004709 1.480792 0.276 0.047 -0.092 0.068
H -4.689056 -1.467487 -0.233685 -0.060 0.216 -0.101 0.064
P -2.296877 1.298018 0.521657 0.649 -0.020 -0.621 0.849
H -6.101267 2.204794 -3.613742 0.165 0.070 0.017 0.134
H 2.954215 0.290026 2.854321 -0.286 0.044 0.053 0.089
H -2.288257 0.232048 -6.502041 -0.346 0.001 0.150 0.132
H 1.685907 -0.775610 -3.139459 0.071 -0.044 0.137 0.058
C 1.522190 1.130000 -1.111109 0.040 -2.357 -0.439 -0.208
H -3.271106 -2.606894 -2.786236 0.103 -0.221 0.177 -0.003
C 2.008908 -1.201018 -2.185965 0.136 -0.182 -0.355 -0.044
C -5.778396 0.158810 -4.226297 -0.429 1.110 0.207 -0.126
H -2.648187 0.678590 2.825540 0.025 0.200 0.059 0.027
C 1.938998 0.605441 2.562706 0.191 0.092 0.698 -0.047
H -2.448374 2.755523 -4.024184 -0.111 -0.595 0.261 0.145
H -1.316246 1.847316 2.639243 -0.247 0.004 0.095 0.031
P -2.303574 -1.565375 -0.784722 0.578 0.775 -1.112 0.777
C -3.610242 -3.158398 1.692516 -0.165 -0.518 0.462 -0.209
C 1.360486 1.954704 -2.327637 0.010 0.295 -0.322 -0.052
H 1.814449 1.635228 2.926804 -0.038 -0.302 0.013 0.076
C -0.992439 -1.582125 2.282071 -0.146 -0.071 0.259 -0.212
H -3.905657 0.252101 -7.147141 -0.117 -0.236 0.057 0.143
H -0.570854 0.377217 -4.251174 0.211 -0.326 0.430 0.022
H -4.587867 2.137548 -5.903599 0.349 -0.124 0.145 0.126
C 1.153307 2.994115 0.648584 -0.125 0.254 -0.032 -0.030
H 0.558833 2.697041 -2.229084 0.099 -0.003 0.038 0.065
C -1.048756 -0.501289 -3.771414 -0.045 0.237 -0.453 -0.119
C -4.610601 -0.800354 -4.232454 -1.274 -1.085 -2.227 -0.130
H -5.993480 1.126265 -2.262850 0.322 -0.175 -0.276 0.119
H -4.316048 -0.536360 -1.680403 0.199 -0.081 0.601 0.018
H -2.293482 3.058599 -1.203653 -0.001 0.079 0.233 0.013
H -3.221475 -3.795125 -1.443690 -0.116 0.038 -0.232 0.042
C -3.970165 -0.746916 -0.645874 -0.420 -0.161 0.358 -0.461
H -4.791255 -1.678314 -3.609429 0.516 -0.013 -0.358 0.129
H 2.076088 3.492976 0.983333 -0.259 -0.034 0.017 0.104
H -3.528185 -4.102959 2.244227 -0.227 0.124 0.075 0.036
H -4.352065 -3.309617 0.900010 0.204 -0.034 0.065 0.022
Al -2.911076 0.142308 -3.778504 4.515 -0.823 3.180 0.248
H -3.152194 -1.777240 -5.500893 -0.009 0.607 0.389 0.158
```
Positions in Å, forces in eV/Å.

Calculated values
LUMO energy (alpha / beta) in Eh: -0.1595 / -0.1747
Total charge: +1
Relative energy (zero: lowest compared OMol25 entry of this formula, charge and spin) in kcal per mole: 62.2
E_HOMO (alpha / beta) in eV: -8.817 / -8.914
Orbital gap (alpha / beta) in eV: 4.4770 / 4.1602

---

Record 3
Below is 2 unconnected molecules or ions with the total composition C3H5N5, with properties calculated with ωB97M-V/def2-TZVPD.

```
13
Properties=species:S:1:pos:R:3:forces:R:3:lowdin_charge:R:1
C -0.947763 0.581302 -0.098216 2.483 0.375 -1.140 -0.506
N -1.329670 -1.760183 0.032317 1.742 2.090 -0.181 0.053
H 0.889009 -2.179029 0.590969 -2.977 1.703 -2.015 0.196
N -0.973894 1.834692 0.197195 5.031 -3.588 -0.726 0.176
H -2.954610 -0.182612 0.428097 3.968 -0.844 -3.650 0.287
H 3.299140 0.395262 0.011268 4.962 5.281 -0.102 -0.077
C -0.038018 -1.514891 0.071363 -0.183 -1.717 0.961 -0.180
N 0.220564 -0.228954 -0.354837 3.841 0.697 1.105 -0.061
H 1.308584 1.416773 -0.289101 1.270 -0.628 -0.890 0.119
N 2.722766 -0.299635 0.049227 -10.332 -2.835 -2.466 0.110
C 1.540485 0.319227 -0.373888 2.044 -0.895 3.953 -0.111
H -1.882781 1.988328 0.200678 -5.637 2.020 0.316 -0.026
N -1.853815 -0.370274 -0.465074 -6.211 -1.659 4.835 0.019
```
Positions in Å, forces in eV/Å.

Calculated values
LUMO energy in Eh: -0.0010
Total charge: 0
Relative energy (zero: lowest compared OMol25 entry of this formula, charge and spin) in kcal per mole: 139.1
E_HOMO in eV: -9.512
Orbital gap in eV: 9.4853

---

Record 4
Below is a molecular structure, C22H41ClNOP3Sm, with properties calculated with ωB97M-V/def2-TZVPD.

```
70
Properties=species:S:1:pos:R:3:forces:R:3:lowdin_charge:R:1
H 2.575246 -0.516685 3.347541 0.060 -0.193 -0.219 0.051
C 2.133405 -4.252820 -2.018507 -0.381 0.060 0.043 -0.028
H 3.405808 2.282914 0.930343 0.269 -0.082 0.210 0.041
C 1.973785 -4.320595 -3.404263 0.013 0.117 0.055 -0.032
H -2.650068 -1.550522 1.729366 -0.300 0.290 -0.153 -0.010
H -4.327278 -1.057764 1.341962 0.251 0.147 0.089 0.079
H 1.542069 3.490862 -2.385949 -0.021 -0.149 -0.217 0.062
H -0.326843 4.850837 2.512773 0.035 -0.245 0.220 0.136
H -3.079065 2.749457 -0.060183 -0.243 -0.074 0.158 0.030
C -3.833483 -0.201813 -1.206453 0.339 -0.129 -0.408 -0.246
H 0.066470 3.081931 0.812270 -0.118 0.017 0.342 0.093
H 3.258698 1.675957 2.598110 0.125 -0.025 -0.252 0.052
C -1.486056 3.092492 -2.640469 -0.277 -0.140 0.810 -0.214
H -0.670158 -4.435591 2.112673 -0.528 0.471 0.309 0.072
H 2.785069 -4.952009 -1.501998 -0.133 0.068 -0.110 0.128
H -1.838766 -2.074602 3.786440 0.338 -0.568 -0.202 0.053
O 0.270362 -1.289223 -1.242094 -2.209 3.868 -1.203 -0.286
H -1.271067 3.907056 -1.935408 -0.081 -0.164 -0.187 0.062
C -0.101801 2.814031 1.870631 -0.208 -0.356 0.677 -0.182
C 1.103838 -3.441357 -4.055485 -0.169 -0.073 0.410 -0.023
H 1.912020 -1.853248 2.374263 0.306 0.041 0.138 0.030
P -0.196404 1.780225 -2.496844 -0.291 1.213 -2.852 0.742
C 0.664816 -2.368942 -1.962743 0.910 -1.879 -1.868 -0.330
Cl -0.624364 1.569787 6.114297 0.039 0.040 -0.299 0.797
H 0.248841 0.094563 -4.205641 -0.174 0.206 0.021 0.055
H -3.818228 -1.297476 -1.279538 -0.012 0.265 -0.053 0.066
H -1.491562 0.160893 -3.782912 0.164 0.114 -0.131 0.058
C -0.588396 0.759559 -3.960847 -0.113 -0.145 -0.222 -0.248
H 3.689515 -1.666202 2.527979 -0.306 0.196 0.055 0.070
C -0.305887 3.808352 2.830027 0.119 -0.048 -0.507 -0.006
C 2.735076 -1.126478 2.448310 -0.467 -0.199 -0.008 -0.244
C -0.247550 1.122184 3.482486 -0.004 0.734 -0.693 -0.122
H 0.975055 -3.507821 -5.131203 -0.093 -0.029 0.163 0.127
C -1.138285 -2.863932 3.455411 0.126 0.682 0.845 -0.094
H -0.259668 -3.014329 4.101777 -0.423 0.046 -0.388 0.068
Sm 0.107348 0.422382 -0.101213 0.664 1.734 5.564 1.225
H 2.523236 -5.071033 -3.975432 -0.186 0.274 0.168 0.131
C -1.376337 -3.637947 2.412645 0.221 -0.648 -0.973 -0.076
H 2.144932 1.996486 -3.149205 -0.140 0.224 -0.074 0.063
H 1.105760 3.119469 -4.082352 -0.129 -0.214 0.297 0.085
H -0.768564 1.430048 -4.813456 0.045 -0.176 0.229 0.085
H -4.571249 1.910438 0.473487 0.345 0.022 0.090 0.075
H -1.491847 3.498752 -3.662824 0.178 -0.277 0.254 0.084
H -0.336389 -1.824293 -3.803097 0.366 -0.259 0.119 0.099
N -0.099714 1.496961 2.179002 0.074 0.188 0.347 -0.121
H 1.549575 -3.179280 -0.193247 0.150 -0.143 -0.368 0.121
C 1.455341 -3.278088 -1.279540 0.339 0.022 -0.032 -0.023
P -2.734104 0.338154 0.152619 -1.699 0.107 0.423 0.720
C 3.622961 1.432640 1.591669 -0.226 0.327 -0.199 -0.253
C -3.478782 1.959740 0.589791 0.326 0.233 -0.064 -0.247
H 4.877197 -1.159823 0.573823 -0.221 0.152 -0.190 0.073
H 3.612352 -1.732680 -0.565477 0.229 0.166 0.104 0.030
C -0.437546 2.079142 4.487020 0.059 -0.216 -0.152 -0.621
C -0.475940 3.440137 4.160144 0.028 -0.361 -0.219 -0.017
C 0.397480 -2.476191 -3.324979 0.309 -0.146 0.026 -0.011
C -3.312001 -0.691797 1.549481 0.195 -0.278 0.285 -0.241
H -0.632936 4.172610 4.946079 0.020 -0.028 -0.145 0.138
H -0.067389 -0.258663 -1.874153 0.850 -3.951 -1.195 0.073
P 2.753333 -0.050330 0.961142 1.232 -0.246 0.834 0.712
H -3.481304 0.218413 -2.159588 -0.262 -0.138 0.152 0.030
H -4.862386 0.138046 -1.020065 0.330 -0.134 -0.008 0.073
C 4.035278 -0.853147 -0.061973 -0.237 -0.028 -0.452 -0.246
C 1.290893 2.685055 -3.089014 0.436 -0.240 0.628 -0.216
H 4.384526 -0.148349 -0.827946 0.012 -0.213 0.147 0.061
H 4.708486 1.261570 1.616541 -0.335 0.050 0.051 0.073
H -0.210134 0.059226 3.711490 -0.062 0.189 -0.059 0.107
H -3.327499 -0.084920 2.463857 -0.026 -0.138 -0.201 0.059
H -2.479654 2.684458 -2.409090 0.227 0.141 -0.125 0.044
H -3.230251 2.210762 1.629097 -0.074 -0.018 -0.247 0.049
H -2.279816 -3.557636 1.788642 0.419 -0.054 0.410 0.055
```
Positions in Å, forces in eV/Å.

Calculated values
LUMO energy (alpha / beta) in Eh: -0.3909 / -0.3762
Total charge: +3
Relative energy (zero: lowest compared OMol25 entry of this formula, charge and spin) in kcal per mole: 28.5
E_HOMO (alpha / beta) in eV: -17.056 / -17.073
Orbital gap (alpha / beta) in eV: 6.4194 / 6.8354
Multiplicity: 6

---

So what do the calculations give for max |F|? Going down the list: 1.5; 5.6; 11.0; 5.9 eV Å⁻¹.
So what do the calculations give for energy? Going down the list: -43397.9718; -61885.1966; -10636.8438; -85282.5271 eV.